# 1
{"formula": "C5H8N2", "method": "the ωB97M-V functional and the def2-TZVPD basis", "homo_ev": -8.3772, "de_lowest_ev": 4.664, "smiles": "CC1=CN1.C=C=N", "gap_ha": 0.342, "symbols": ["N", "N", "C", "C", "C", "C", "C", "H", "H", "H", "H", "H", "H", "H", "H"], "positions_angstrom": [[-0.75971, 2.27201, -0.07023], [-0.75211, -0.16771, 1.47248], [-0.42588, -1.20457, 0.43605], [0.16430, 1.98232, -0.81288], [0.78458, -1.65628, -0.25758], [1.17923, 1.73111, -1.61453], [-1.66076, -1.10670, 0.73444], [-2.71955, -1.26678, 0.64853], [1.35727, -0.79228, -0.60440], [1.41606, -2.22382, 0.43000], [-0.55794, -0.55447, 2.40206], [1.02842, 1.31506, -2.60315], [0.54370, -2.28037, -1.11973], [-0.96444, 1.52300, 0.62046], [2.17744, 2.00526, -1.29576]]}

***

# 2
{"formula": "C6H6N5O2", "method": "the ωB97M-V functional and the def2-TZVPD basis", "charge": -1, "homo_ev": -3.9461, "de_lowest_ev": 0.000, "smiles": "CCc1c([O-])[nH]c(=O)n2nnnc12", "gap_ha": 0.282, "symbols": ["O", "O", "N", "N", "N", "N", "N", "C", "C", "C", "C", "C", "C", "H", "H", "H", "H", "H", "H"], "positions_angstrom": [[0.93733, 2.60851, 0.45181], [-3.44893, 1.65863, -0.30391], [-2.08356, -2.20255, -0.25059], [-1.24261, 1.99415, 0.07513], [-2.01953, -0.13275, -0.11259], [-0.78245, -1.96925, -0.03873], [-2.76658, -1.19897, -0.36042], [0.34873, 0.31379, 0.10718], [-2.32154, 1.22501, -0.10623], [-0.69139, -0.63103, 0.02700], [0.14992, 1.66899, 0.31759], [2.26398, -1.29791, -0.45044], [1.73247, -0.24340, 0.48519], [-1.39807, 2.95480, 0.15044], [1.59774, -0.72816, 1.43506], [1.83139, -2.27173, -0.40536], [2.34923, 0.68557, 0.51276], [3.24972, -1.50871, -0.10629], [2.29416, -0.92499, -1.42759]]}

***

# 3
{"formula": "C4H11NO", "method": "the ωB97M-V functional and the def2-TZVPD basis", "homo_ev": -9.0008, "de_lowest_ev": 2.676, "smiles": "CC=O.CNC", "gap_ha": 0.366, "symbols": ["O", "N", "C", "C", "C", "C", "H", "H", "H", "H", "H", "H", "H", "H", "H", "H", "H"], "positions_angstrom": [[1.87521, -1.45623, -1.88192], [0.46263, 0.95141, 1.11849], [0.48232, 2.31245, 0.59659], [-0.28217, -2.39817, -1.11663], [-0.95158, 0.37411, 0.95682], [0.89026, -1.40891, -1.24992], [-1.63062, 0.86691, 1.63007], [-0.99588, -0.65114, 1.23471], [-0.19220, -2.91586, -2.09012], [-1.32159, 0.71432, -0.14414], [0.53273, -0.41163, -0.91851], [0.52289, 2.26564, -0.49234], [-0.37342, 2.92294, 0.79559], [0.68292, 1.00291, 2.08632], [-1.30388, -1.92861, -1.02795], [0.16721, -3.05716, -0.37342], [1.43516, 2.81701, 0.87635]]}

***

# 4
{"formula": "C10H20O6", "method": "the ωB97M-V functional and the def2-TZVPD basis", "homo_ev": -9.6573, "smiles": "COC[C@@]1(C)OC(=O)O[C@H]1O.CCOCC", "gap_ha": 0.377, "symbols": ["O", "O", "O", "O", "O", "O", "C", "C", "C", "C", "C", "C", "C", "C", "C", "C", "H", "H", "H", "H", "H", "H", "H", "H", "H", "H", "H", "H", "H", "H", "H", "H", "H", "H", "H", "H"], "positions_angstrom": [[-4.02867, -1.42624, 1.10505], [-3.21142, -0.10660, 2.86733], [2.18160, 0.05247, -0.56302], [-3.14742, -0.38722, -0.63145], [-0.84198, -0.66557, 1.96441], [-3.38840, -2.64109, -0.68463], [-3.63881, -0.10960, 1.56669], [3.98112, 1.44186, -1.51572], [1.64208, -0.38340, -1.80001], [-1.13524, -0.17068, 0.68801], [2.25260, -1.66577, -2.33609], [-3.50478, -1.60715, -0.12440], [0.40537, -0.24198, 2.47174], [-2.63196, 1.81816, 0.28737], [-2.60088, 0.32359, 0.50566], [3.56953, 0.34022, -0.55497], [-0.46533, 0.65555, 0.42917], [-4.53028, 0.51610, 1.45965], [0.49008, 0.85029, 2.45089], [-3.63381, 2.23253, 0.38361], [4.15187, -0.56837, -0.74509], [1.70242, 0.41196, -2.55173], [3.80849, 1.16524, -2.55634], [1.73106, -1.96829, -3.24451], [-2.22253, 2.07034, -0.69028], [1.23815, -0.66958, 1.90553], [-0.95195, -0.95951, -0.04911], [3.30837, -1.54737, -2.58399], [-2.00385, 2.28420, 1.04648], [0.45851, -0.57922, 3.50427], [3.42560, 2.35791, -1.31007], [3.78287, 0.64569, 0.47002], [5.04578, 1.64965, -1.40230], [0.58386, -0.54413, -1.59709], [2.16381, -2.46771, -1.60205], [-3.98587, -0.10626, 3.43703]]}

***

# 5
{"formula": "C2H7N5", "method": "the ωB97M-V functional and the def2-TZVPD basis", "homo_ev": -8.5113, "de_lowest_ev": 6.619, "gap_ha": 0.315, "symbols": ["N", "N", "N", "N", "N", "C", "C", "H", "H", "H", "H", "H", "H", "H"], "positions_angstrom": [[0.83855, -0.20334, -0.02504], [0.98122, 1.03070, -0.05481], [1.43353, -2.33362, 0.06518], [1.77947, -1.13563, -0.08740], [2.06000, 1.75160, 0.02276], [-1.18386, -0.60500, -0.21745], [-1.76181, 0.71018, 0.06189], [-2.85750, 0.66503, 0.61478], [-2.05943, 1.38356, -0.77346], [1.75461, 2.80559, 0.04246], [-1.11292, -1.30252, 0.62413], [-1.10272, 1.32991, 0.76903], [2.27291, -2.87636, 0.06999], [-1.04207, -1.22010, -1.11206]]}

***

# 6
{"formula": "C22H30N7O2PS4SiV", "method": "the ωB97M-V functional and the def2-TZVPD basis", "charge": -2, "s_squared": 3.787, "homo_ev": [0.9200, -1.1060], "de_lowest_ev": 0.000, "multiplicity": 4, "gap_ha": [0.132, 0.203], "symbols": ["V", "S", "S", "S", "S", "P", "Si", "O", "O", "N", "N", "N", "N", "N", "N", "N", "C", "C", "C", "C", "C", "C", "C", "C", "C", "C", "C", "C", "C", "C", "C", "C", "C", "C", "C", "C", "C", "C", "H", "H", "H", "H", "H", "H", "H", "H", "H", "H", "H", "H", "H", "H", "H", "H", "H", "H", "H", "H", "H", "H", "H", "H", "H", "H", "H", "H", "H", "H"], "positions_angstrom": [[0.00000, 0.00000, 0.00000], [-1.95390, 1.37840, 0.00000], [-0.12530, 5.17250, 0.09840], [-2.93820, 4.25880, 0.09840], [0.77100, 2.26350, 0.00000], [-1.96100, -1.42530, 0.00000], [2.83840, -0.92270, 1.30840], [-2.20610, 6.79180, 0.16920], [0.61060, -1.87930, 0.00000], [-4.50940, -1.80810, -0.41300], [2.03800, 0.00000, 0.00000], [-3.04190, -3.63300, -0.85330], [1.51830, -3.07960, -1.38950], [-3.49870, -3.00450, 1.38270], [0.53960, -6.57570, -0.75590], [-1.46280, -4.21150, 2.26590], [3.87550, 2.20100, -3.12110], [0.37540, -5.49630, -0.34980], [-4.21380, -2.94090, -1.30810], [-4.67820, -2.30190, 0.96520], [3.87540, 0.20520, 2.38370], [2.69470, 0.72890, -1.03360], [-1.81250, -2.88760, -1.04480], [-3.51600, -0.71620, -0.51700], [-0.74790, -4.15740, 1.34760], [-2.35430, -2.14220, 1.60730], [-1.69590, 3.06490, 0.04930], [2.48570, 2.12680, -3.01600], [-0.42880, 3.47650, 0.04930], [-1.82690, 5.62430, 0.12940], [4.09820, 0.81070, -1.14950], [-3.21090, -4.12090, 0.50230], [4.68030, 1.54360, -2.18880], [0.67570, -3.09050, -0.30200], [3.87540, -2.31430, 0.60700], [1.89960, 1.39540, -1.97870], [0.11930, -4.21100, 0.21420], [1.51280, -1.68010, 2.38250], [3.22810, 0.99800, 2.81140], [0.88220, -0.87580, 2.81360], [4.32150, -0.38750, 3.20840], [-1.51200, -2.71230, 2.01480], [4.75500, 0.31930, -0.45270], [0.00000, 0.00000, 1.75250], [1.98670, -2.25820, 3.20220], [-4.03140, -4.85030, 0.53970], [2.32740, -2.56470, -1.03600], [3.22810, -2.98330, 0.00390], [4.32150, -2.89210, 1.44220], [-0.94280, -3.49540, -0.77140], [4.32880, 2.76740, -3.92430], [-5.56200, -2.95340, 0.97930], [-4.91860, -1.44920, 1.61350], [5.75810, 1.60160, -2.27110], [-3.51590, -0.36280, -1.55330], [-1.68060, -2.62070, -2.09920], [-5.09340, -3.59820, -1.31460], [-3.85750, 0.10720, 0.11880], [1.12050, -2.32860, -1.95880], [0.82020, 1.34830, -1.91200], [-2.32940, -4.68230, 0.84020], [4.68840, 0.67640, 1.79870], [-4.11250, -2.55820, -2.33210], [4.68850, -1.92130, -0.03320], [-5.40960, -1.42120, -0.70570], [1.86120, 2.63630, -3.73850], [0.88220, -2.35630, 1.76950], [-2.58930, -1.37050, 2.34880]]}

***

# 7
{"formula": "C4H7O2", "method": "the ωB97M-V functional and the def2-TZVPD basis", "s_squared": 0.754, "homo_ev": [-10.1844, -10.1884], "de_lowest_ev": 1.357, "multiplicity": 2, "gap_ha": [0.406, 0.310], "symbols": ["O", "O", "C", "C", "C", "C", "H", "H", "H", "H", "H", "H", "H"], "positions_angstrom": [[1.76238, 1.05819, 2.22066], [-0.84505, -0.94413, -2.49021], [1.31388, 0.30559, 1.40507], [-0.10636, 0.38427, 0.87123], [-0.57662, -0.00001, -1.58392], [-0.45351, -0.65956, -0.17675], [-0.27261, 1.39539, 0.49529], [0.42229, 0.44207, -1.73651], [-0.76121, 0.30781, 1.74123], [-1.30702, 0.81786, -1.49520], [1.94699, -0.51223, 0.99686], [0.29387, -1.45657, -0.26442], [-1.41702, -1.13869, 0.01667]]}

***

# 8
{"formula": "C28H35AuN2OSSi", "method": "the ωB97M-V functional and the def2-TZVPD basis", "homo_ev": -7.5122, "gap_ha": 0.268, "symbols": ["Au", "S", "Si", "O", "N", "N", "C", "C", "C", "C", "C", "C", "C", "C", "C", "C", "C", "C", "C", "C", "C", "C", "C", "C", "C", "C", "C", "C", "C", "C", "C", "C", "C", "C", "H", "H", "H", "H", "H", "H", "H", "H", "H", "H", "H", "H", "H", "H", "H", "H", "H", "H", "H", "H", "H", "H", "H", "H", "H", "H", "H", "H", "H", "H", "H", "H", "H", "H", "H"], "positions_angstrom": [[-1.00139, 1.13588, 0.37334], [-2.39854, -1.70732, -1.21419], [1.35107, -0.42291, 2.01414], [-3.58378, -1.09444, -0.53656], [1.78059, 0.26844, -0.71389], [-1.95956, 2.06791, -1.22023], [1.18392, -2.29992, 1.91617], [-0.29325, 0.38152, 2.14159], [2.22438, -4.47713, 1.60640], [2.50357, 1.08172, -1.67516], [-3.38774, 3.97445, -2.23367], [1.02718, -5.11076, 1.91759], [1.58758, 1.42858, -2.85481], [-2.77487, 5.06826, -2.83811], [2.41654, 0.22360, 0.59448], [-0.08681, -4.35053, 2.23729], [2.39040, -0.09092, 3.55452], [3.79804, 0.42235, 5.93454], [-4.77299, 3.87888, -2.14884], [-4.94761, 5.98808, -3.28383], [-2.89886, -2.01395, -2.89925], [-0.00625, -2.96050, 2.23308], [-2.33955, -3.41422, -0.70909], [2.29809, -3.09228, 1.61357], [1.20137, -1.02598, -2.73774], [-5.55135, 4.89376, -2.67844], [-2.57604, 2.92123, -1.67304], [3.63282, 0.54705, 3.53828], [1.50747, -1.06631, -1.23902], [-3.56358, 6.07712, -3.36431], [2.56508, -0.21709, 5.97685], [0.56796, 0.31032, -3.10373], [1.87453, -0.46757, 4.80070], [4.33234, 0.80288, 4.71364], [-6.62900, 4.83007, -2.61706], [2.82661, 1.99511, -1.17525], [3.24677, -2.61922, 1.38375], [-3.02310, -1.04336, -3.37626], [0.96853, -6.19200, 1.92025], [3.42416, 0.57306, -2.01878], [1.06358, 2.36482, -2.64799], [-2.12772, -2.58356, -3.41761], [-1.61237, -3.95214, -1.31805], [-3.84752, -2.55174, -2.88309], [0.55421, -1.86720, -2.99573], [-2.02269, -3.43454, 0.33093], [-0.88962, -2.38545, 2.48366], [-1.69593, 5.12049, -2.88943], [-1.03889, -0.31602, 2.53594], [-3.09862, 6.93200, -3.83559], [3.38149, -0.32357, 0.56796], [0.91453, -0.97222, 4.85318], [4.07684, 0.84846, 2.59708], [2.19816, 1.59091, -3.74719], [2.35531, -1.74416, -1.04480], [2.66107, 1.25326, 0.87894], [-5.22439, 3.01954, -1.67141], [-3.34059, -3.83398, -0.81707], [5.29474, 1.29799, 4.67392], [0.23282, 0.31888, -4.14284], [2.14415, -0.52015, 6.92759], [2.12145, -1.15631, -3.31531], [-5.56076, 6.77962, -3.69442], [-0.31202, 0.47180, -2.47276], [-1.02065, -4.83813, 2.49128], [-0.21280, 1.19468, 2.87175], [0.65047, -1.47397, -0.69572], [4.33892, 0.62161, 6.85119], [3.10210, -5.06477, 1.36667]]}

***

no.,strongest force on any atom (eV/Å)
1,0.7
2,4.6
3,5.4
4,0.7
5,5.8
6,4.7
7,1.2
8,0.7